# 1
{
  "formula": "H3O2PS",
  "method": "ωB97M-V/def2-TZVPD",
  "symbols": ["O", "O", "P", "S", "H", "H", "H"],
  "coordinates": [[-0.6771, 0.1196, 1.9400], [0.3736, 0.8110, -0.9534], [-0.7716, -0.9267, 0.7174], [0.8453, 0.3711, -2.3346], [0.2091, 0.2644, 2.2782], [-2.0902, -0.5362, 0.4140], [2.1110, -0.1032, -2.0615]],
  "nbo_charge": [-0.970, -0.784, 0.734, 0.582, 0.501, -0.098, 0.035],
  "max_force_ha_per_bohr": 0.018,
  "lumo_energy_ev": [-1.25, -0.20],
  "energy_ev": -24264.8891
}

---

# 2
{
  "formula": "H3O3PS",
  "method": "ωB97M-V/def2-TZVPD",
  "symbols": ["O", "P", "S", "O", "H", "O", "H", "H"],
  "coordinates": [[-1.0030, 1.4021, 0.9849], [-0.8535, 1.3360, -0.5074], [-1.4144, -0.6250, -0.9731], [-1.5667, -1.1739, 0.4942], [-0.9607, -0.7015, 1.1794], [1.6615, 0.1550, -0.3302], [2.5258, 0.3930, -0.6322], [1.6110, -0.7858, -0.2157]],
  "nbo_charge": [-1.040, 1.115, 0.268, -0.875, 0.519, -0.953, 0.485, 0.482],
  "smiles": "O=PSO.O",
  "max_force_ha_per_bohr": 0.071,
  "lumo_energy_ev": -0.15,
  "energy_ev": -26314.7122
}

---

# 3
{
  "formula": "H3O3Sn",
  "method": "ωB97M-V/def2-TZVPD",
  "symbols": ["Sn", "O", "H", "O", "H", "O", "H"],
  "coordinates": [[4.1124, -21.8223, -15.5274], [3.2030, -24.6074, -16.0304], [3.1677, -25.5729, -16.1757], [1.1731, -22.1372, -16.0297], [1.1037, -21.3174, -15.5029], [4.4211, -22.2546, -18.4533], [4.7532, -21.3366, -18.4161]],
  "nbo_charge": [1.179, -1.208, 0.421, -1.072, 0.384, -1.092, 0.387],
  "charge": -1,
  "max_force_ha_per_bohr": 0.116,
  "lumo_energy_ev": 1.90,
  "energy_ev": -12017.3243
}

---

# 4
{
  "formula": "H3O4PS",
  "method": "ωB97M-V/def2-TZVPD",
  "symbols": ["O", "O", "P", "O", "O", "S", "H", "H", "H"],
  "coordinates": [[-0.0582, 1.6956, 0.6565], [0.5376, 1.1163, -0.4888], [0.1680, -0.5388, -0.0453], [0.7943, -1.3583, -1.2477], [-1.3979, -0.4472, -0.3834], [0.8528, -0.8386, 1.7404], [0.7155, 2.1126, 1.2027], [0.1579, -1.9680, -1.7558], [-1.7700, 0.2264, 0.3214]],
  "nbo_charge": [-0.486, -0.504, 1.968, -0.985, -0.991, -0.566, 0.491, 0.537, 0.538],
  "smiles": "OOP(O)(O)=S",
  "max_force_ha_per_bohr": 0.060,
  "lumo_energy_ev": 0.26,
  "energy_ev": -28361.8865
}